No. 1
Molecular formula: C5H14N2O
Method: DFT, ωB97M-V with the def2-TZVPD basis set

```
22
Properties=species:S:1:pos:R:3:lowdin_charge:R:1
C 0.533 1.775 1.727 -0.1406
N 1.320 0.975 0.804 -0.0869
C 0.625 0.005 -0.096 -0.2977
C -0.100 -1.134 0.619 -0.3897
C -0.479 -2.265 -0.343 -0.0419
O -1.244 -0.686 1.348 -0.0409
C -0.222 0.814 -1.083 -0.2228
N -0.244 0.211 -2.417 0.0078
H 0.001 2.577 1.208 0.0726
H -0.179 1.242 2.358 0.0669
H 1.236 2.264 2.394 0.0743
H 2.065 0.534 1.324 0.0971
H 1.461 -0.379 -0.623 0.1288
H 0.542 -1.577 1.381 0.1416
H 0.431 -2.808 -0.597 0.0828
H -0.984 -1.887 -1.226 0.0599
H -1.143 -2.938 0.202 0.0792
H -1.803 -0.184 0.769 0.0633
H 0.155 1.836 -1.108 0.1108
H -1.263 0.938 -0.764 0.1113
H 0.443 0.570 -3.043 0.0607
H -1.152 0.115 -2.834 0.0633
```

Its total energy is -10439.0204 eV. For the molecular weight, the calculation gives 118.18 g/mol. Its spin multiplicity is 1. Its structure (SMILES) is CN[C@H](CN)[C@H](C)O. Its strongest force on any atom is 2.2 eV/Å. For the energy relative to the best compared isomer or geometry (same formula, charge and spin), the calculation gives 46.3 kcal per mole.

=====

No. 2
Molecular formula: C9H18F4O5Si2
Method: DFT, ωB97M-V with the def2-TZVPD basis set

```
38
Properties=species:S:1:pos:R:3:lowdin_charge:R:1
C -0.341 1.675 -0.004 0.0296
C -0.312 0.189 -0.228 -0.5159
O 0.126 -0.585 0.617 0.0777
O -0.864 -0.250 -1.397 -0.0987
C 0.102 -0.390 -2.465 -0.2563
Si 0.827 -2.148 -2.481 0.5702
O 2.133 -2.217 -3.512 -0.4368
Si 3.596 -1.574 -3.031 0.5392
C 4.029 -0.163 -4.210 -0.2783
C 4.561 -0.687 -5.515 -0.2914
F 5.177 0.332 -6.234 -0.0660
H -0.506 2.246 -0.904 0.0846
H -1.126 1.873 0.713 0.0878
H 0.598 1.949 0.452 0.0920
H 0.878 0.362 -2.348 0.0857
H -0.422 -0.204 -3.391 0.0868
H -0.176 -3.107 -2.977 -0.0185
H 1.243 -2.496 -1.111 -0.0102
H 4.619 -2.628 -3.177 -0.0149
H 3.534 -1.054 -1.651 -0.0143
H 4.772 0.459 -3.724 0.0772
H 3.113 0.392 -4.367 0.0707
H 3.746 -1.049 -6.129 0.1142
H 5.286 -1.478 -5.373 0.0979
C -1.483 0.017 3.509 -0.0513
C -2.974 -0.223 3.464 -0.1869
O -3.614 0.214 4.681 0.0376
C -3.883 1.503 4.754 -0.4130
O -3.659 2.335 3.930 0.1694
C -4.591 1.805 6.086 -0.5691
F -3.996 1.183 7.102 0.1741
F -5.858 1.390 6.024 0.1728
F -4.587 3.105 6.327 0.1805
H -1.043 -0.467 4.381 0.0867
H -1.012 -0.381 2.609 0.0561
H -1.260 1.082 3.572 0.0806
H -3.195 -1.285 3.392 0.1271
H -3.438 0.277 2.614 0.1231
```

Its total energy is -46489.5026 eV. For the molecular weight, the calculation gives 338.40 g/mol. Its spin multiplicity is 1. Its strongest force on any atom is 2.3 eV/Å.

=====

No. 3
Molecular formula: C55H51BaN6O6P4Se
Method: DFT, ωB97M-V with the def2-TZVPD basis set

```
124
Properties=species:S:1:pos:R:3:lowdin_charge:R:1
Ba -0.119 -0.799 0.413 1.8450
C -6.664 -1.664 1.585 -0.0522
N -5.601 -0.884 0.978 -0.1332
C -5.623 0.469 0.762 -0.0721
C -4.400 0.781 0.236 -0.1476
N -3.630 -0.343 0.134 0.0604
C -4.372 -1.336 0.577 -0.4829
P -3.877 -3.057 0.911 1.1618
C -2.876 -2.646 2.379 -0.4939
N -2.750 -1.408 2.827 0.0771
C -2.066 -1.510 4.009 -0.1327
C -1.791 -2.823 4.272 -0.0722
N -2.326 -3.545 3.240 -0.1283
C -2.171 -4.974 3.038 -0.0230
C -2.780 -3.369 -0.525 -0.4552
N -2.279 -2.467 -1.359 0.0401
C -1.741 -3.175 -2.396 -0.1603
C -1.900 -4.515 -2.181 -0.0662
N -2.574 -4.634 -1.000 -0.1248
C -2.801 -5.888 -0.304 -0.0482
H -7.490 -0.997 1.819 0.0816
H -6.318 -2.130 2.507 0.0817
H -7.013 -2.441 0.908 0.0785
H -6.482 1.071 1.016 0.1068
H -4.018 1.752 -0.050 0.0966
H -1.790 -0.631 4.575 0.0960
H -1.232 -3.301 5.061 0.1151
H -1.949 -5.436 3.998 0.0892
H -1.368 -5.177 2.331 0.0607
H -3.110 -5.390 2.666 0.0706
H -1.225 -2.687 -3.211 0.0942
H -1.558 -5.383 -2.724 0.1198
H -2.975 -6.672 -1.039 0.0867
H -3.683 -5.798 0.328 0.0536
H -1.923 -6.121 0.297 0.0601
C 3.938 0.204 7.687 -0.1158
C 4.434 1.044 6.701 -0.1018
C 3.867 1.051 5.430 -0.0871
C 2.799 0.212 5.118 -0.3712
C 2.318 -0.638 6.120 -0.1132
C 2.872 -0.638 7.391 -0.1019
P 1.945 0.098 3.485 1.0931
C 2.987 1.253 2.494 -0.3799
C 4.225 0.782 2.051 -0.1087
C 5.084 1.598 1.327 -0.1066
C 4.699 2.891 0.993 -0.1152
C 3.454 3.358 1.398 -0.0923
C 2.608 2.549 2.151 -0.0727
C 0.441 1.098 3.736 -0.4976
C 0.169 1.844 4.887 -0.1232
C -0.999 2.597 4.947 -0.1348
C -1.850 2.609 3.844 -0.1333
C -1.535 1.866 2.708 -0.1837
C -0.392 1.048 2.598 -0.2997
H 4.378 0.201 8.677 0.0902
H 5.265 1.706 6.921 0.0934
H 4.259 1.725 4.678 0.0956
H 1.494 -1.307 5.890 0.1009
H 2.476 -1.302 8.151 0.0946
H 4.514 -0.241 2.281 0.1103
H 6.048 1.220 1.008 0.0928
H 5.361 3.524 0.413 0.0903
H 3.142 4.364 1.138 0.0937
H 1.636 2.915 2.464 0.1010
H 0.851 1.846 5.732 0.0875
H -1.237 3.171 5.838 0.0812
H -2.767 3.196 3.879 0.0812
H -2.245 1.899 1.875 0.0568
O 1.701 0.233 -0.827 -0.5486
P 2.081 0.767 -2.165 0.7355
C 0.988 2.157 -2.620 -0.2782
P -0.783 1.839 -2.260 0.7106
O -0.984 1.444 -0.845 -0.4572
C -1.454 0.718 -3.490 -0.2748
C -2.601 0.024 -3.108 -0.0673
C -3.275 -0.748 -4.043 -0.0743
C -2.806 -0.838 -5.345 -0.0788
C -1.652 -0.160 -5.723 -0.0801
C -0.981 0.625 -4.799 -0.0992
C -1.591 3.422 -2.598 -0.2587
C -2.162 3.761 -3.821 -0.0674
C -2.767 5.000 -3.983 -0.0861
C -2.806 5.899 -2.926 -0.0900
C -2.247 5.560 -1.699 -0.0763
C -1.642 4.323 -1.533 -0.0646
C 3.776 1.378 -2.229 -0.2702
C 4.769 0.463 -1.881 -0.0618
C 6.102 0.833 -1.943 -0.0810
C 6.451 2.118 -2.344 -0.0862
C 5.465 3.035 -2.681 -0.0903
C 4.127 2.664 -2.625 -0.0848
C 2.030 -0.385 -3.550 -0.2754
C 2.438 0.058 -4.814 -0.1046
C 2.403 -0.802 -5.896 -0.0908
C 1.978 -2.117 -5.717 -0.0823
C 1.605 -2.563 -4.460 -0.0557
C 1.634 -1.702 -3.364 -0.0393
H 1.137 2.493 -3.648 0.0698
H 1.237 2.976 -1.940 0.0804
H -2.929 0.043 -2.074 0.0744
H -4.150 -1.309 -3.736 0.1119
H -3.327 -1.457 -6.066 0.1016
H -1.270 -0.247 -6.734 0.1020
H -0.090 1.156 -5.105 0.0933
H -2.149 3.052 -4.643 0.1002
H -3.218 5.259 -4.934 0.1006
H -3.284 6.863 -3.054 0.0998
H -2.292 6.253 -0.869 0.1048
H -1.234 4.031 -0.568 0.1153
H 4.494 -0.534 -1.549 0.1292
H 6.871 0.121 -1.668 0.1092
H 7.495 2.407 -2.386 0.1019
H 5.735 4.040 -2.983 0.1018
H 3.362 3.388 -2.884 0.0979
H 2.790 1.077 -4.952 0.1067
H 2.715 -0.457 -6.874 0.0994
H 1.953 -2.794 -6.563 0.1001
H 1.292 -3.590 -4.308 0.1132
H 1.348 -2.073 -2.381 0.0676
O 2.388 -3.962 0.944 -0.4923
Se 0.822 -3.708 0.640 0.6706
O 0.656 -2.818 -0.753 -0.7403
O 0.125 -2.738 1.787 -0.7496
O -0.038 -5.089 0.499 -0.4982
```

Its total energy is -182287.5478 eV. For the molecular weight, the calculation gives 1232.23 g/mol. Its spin multiplicity is 1. As for the total charge: -1. Its strongest force on any atom is 3.1 eV/Å. For the energy relative to the best compared isomer or geometry (same formula, charge and spin), the calculation gives 27.1 kcal per mole.